{"formula": "C28H24BIrN12", "method": "ωB97M-V/def2-TZVPD", "total_charge": 1, "spin_multiplicity": 2, "s2": 0.778, "homo_energy_ev": [-11.22, -11.31], "e_above_lowest_kcal_mol": 21.9, "e_lumo_ev": [-3.5166, -4.6108], "orbital_gap_ev": [7.701, 6.700], "species": ["Ir", "C", "C", "N", "C", "C", "N", "C", "C", "C", "C", "C", "N", "C", "C", "N", "C", "C", "N", "C", "C", "C", "N", "C", "C", "H", "H", "H", "H", "H", "H", "H", "H", "H", "H", "H", "H", "C", "C", "N", "N", "C", "B", "N", "C", "C", "C", "N", "N", "C", "C", "C", "N", "H", "H", "H", "H", "H", "H", "H", "H", "H", "H", "C", "H", "H"], "coordinates": [[-0.4948, -0.4201, 0.2926], [3.1830, -1.1358, -3.6185], [2.7044, -1.1265, -2.3154], [1.6669, -0.3885, -1.9599], [1.0981, 0.3882, -2.8612], [1.5779, 0.3624, -4.1772], [2.5974, -0.3984, -4.5493], [-0.0290, 1.2698, -2.4310], [-0.5787, 2.1744, -3.3305], [-1.6015, 3.0456, -2.9871], [-2.0172, 3.0034, -1.6645], [-1.5070, 2.0426, -0.8287], [-0.5377, 1.1751, -1.1811], [-2.0946, 1.6604, 0.5129], [-3.1480, 2.5543, 1.0768], [-3.3781, 2.5546, 2.3444], [-2.5111, 1.9544, 3.1916], [-1.2182, 1.5868, 2.7246], [-0.9855, 1.4639, 1.4544], [-2.2959, 3.8896, -3.9996], [-1.9165, 3.8858, -5.3385], [-2.6612, 4.5979, -6.2683], [-3.7366, 5.3092, -5.9437], [-4.0889, 5.3474, -4.6630], [-3.4048, 4.6614, -3.6686], [4.0269, -1.7466, -3.9200], [3.1759, -1.7381, -1.5508], [1.1149, 0.9595, -4.9533], [-0.1927, 2.1773, -4.3336], [-2.7562, 3.6994, -1.3026], [-3.7011, 3.2552, 0.4589], [-2.8193, 1.7921, 4.2162], [-0.4088, 1.3701, 3.4164], [-1.0541, 3.3340, -5.6885], [-2.3882, 4.5876, -7.3174], [-4.9621, 5.9426, -4.4206], [-3.7659, 4.7379, -2.6516], [3.6079, -1.0151, 1.7619], [2.5333, -0.1772, 1.4418], [1.4751, -0.9075, 1.1059], [1.8273, -2.1951, 1.2019], [3.1109, -2.2924, 1.5945], [0.7826, -3.3037, 0.9672], [-0.4299, -2.9830, 1.8524], [-1.0447, -3.7493, 2.7638], [-2.0488, -3.0044, 3.3520], [-1.9796, -1.7643, 2.7196], [-1.0040, -1.7707, 1.8124], [0.2862, -3.2182, -0.4832], [0.5373, -4.0393, -1.5107], [-0.1031, -3.5470, -2.6338], [-0.7476, -2.3945, -2.1925], [-0.5207, -2.2115, -0.8922], [4.6001, -0.7296, 2.0710], [2.4777, 0.9009, 1.4319], [3.5770, -3.2565, 1.7296], [1.2467, -4.3739, 1.2269], [-0.7233, -4.7640, 2.9402], [-2.7413, -3.3130, 4.1169], [-2.5729, -0.8851, 2.9084], [1.1436, -4.9215, -1.3758], [-0.1087, -3.9663, -3.6262], [-1.3661, -1.7007, -2.7407], [-2.4882, 0.1936, 0.2531], [-3.1136, -0.1923, 1.0560], [-3.0199, 0.0617, -0.6911]]}

=====

{"formula": "C28H24Cl4O2TeTl", "method": "ωB97M-V/def2-TZVPD", "total_charge": 1, "homo_energy_ev": -10.20, "e_above_lowest_kcal_mol": 11.1, "e_lumo_ev": -4.7280, "orbital_gap_ev": 5.470, "species": ["Tl", "C", "C", "C", "C", "C", "C", "C", "C", "C", "C", "H", "H", "H", "H", "H", "H", "H", "H", "H", "H", "H", "H", "H", "H", "Cl", "C", "C", "Cl", "C", "Cl", "C", "O", "C", "O", "C", "Cl", "Te", "C", "C", "C", "C", "C", "C", "C", "C", "C", "C", "C", "C", "H", "H", "H", "H", "H", "H", "H", "H", "H", "H"], "coordinates": [[-0.8675, 1.5117, 1.3612], [-0.4822, 4.3169, -1.7876], [0.9920, 4.2646, -1.3656], [1.6664, 5.6151, -1.6228], [1.1532, 3.8509, 0.0841], [0.5282, 4.5592, 1.1081], [0.6958, 4.1980, 2.4423], [1.5179, 3.1313, 2.8103], [1.7490, 2.7726, 4.2576], [2.1408, 2.4213, 1.7853], [1.9481, 2.7660, 0.4482], [-0.5688, 4.4289, -2.8709], [-0.9872, 5.1719, -1.3270], [-1.0159, 3.4115, -1.4944], [1.4982, 3.5134, -1.9786], [1.1880, 6.4014, -1.0313], [1.5835, 5.8886, -2.6774], [2.7254, 5.5884, -1.3567], [-0.0989, 5.4128, 0.8718], [0.2021, 4.7759, 3.2169], [1.3988, 1.7610, 4.4764], [1.2276, 3.4606, 4.9207], [2.8130, 2.8121, 4.4964], [2.8149, 1.6074, 2.0395], [2.4697, 2.2059, -0.3239], [-0.7797, -5.8638, 3.5462], [-0.9227, -4.1501, 3.4638], [-1.6393, -3.4064, 4.3932], [-2.4406, -4.2171, 5.6757], [-1.7090, -2.0194, 4.2766], [-2.5885, -1.0922, 5.4250], [-1.0871, -1.2852, 3.2310], [-1.1704, -0.0044, 3.1619], [-0.3697, -2.0782, 2.2977], [0.2265, -1.4343, 1.2423], [-0.3010, -3.4478, 2.4469], [0.5760, -4.2976, 1.2096], [0.9117, -2.2019, -0.4790], [0.7507, -3.8262, -1.8496], [1.5883, -3.5209, -2.9187], [1.5863, -4.3452, -4.0367], [0.7644, -5.4635, -4.0580], [-0.0503, -5.7628, -2.9725], [-0.0644, -4.9423, -1.8533], [-0.8049, -1.3282, -1.3570], [-1.9786, -1.3099, -0.6099], [-3.1258, -0.7685, -1.1759], [-3.0877, -0.2441, -2.4624], [-1.9095, -0.2752, -3.1955], [-0.7573, -0.8209, -2.6473], [2.2587, -2.6635, -2.8815], [2.2391, -4.1242, -4.8716], [0.7649, -6.1129, -4.9246], [-0.6844, -6.6409, -2.9988], [-0.7127, -5.1771, -1.0174], [-2.0198, -1.7207, 0.3928], [-4.0468, -0.7614, -0.6055], [-3.9803, 0.1903, -2.8952], [-1.8850, 0.1252, -4.2027], [0.1568, -0.8561, -3.2323]]}

=====

{"formula": "C28H24ClN4O3V", "method": "ωB97M-V/def2-TZVPD", "total_charge": -1, "spin_multiplicity": 2, "s2": 0.788, "homo_energy_ev": [-3.40, -3.41], "e_above_lowest_kcal_mol": 10.5, "e_lumo_ev": [2.0104, 2.0904], "orbital_gap_ev": [5.409, 5.501], "species": ["V", "O", "C", "N", "C", "C", "C", "C", "C", "C", "N", "C", "O", "C", "C", "C", "C", "C", "N", "C", "C", "C", "C", "C", "N", "H", "H", "H", "H", "H", "H", "H", "H", "H", "H", "H", "H", "Cl", "C", "C", "C", "C", "C", "C", "C", "H", "H", "H", "H", "H", "H", "C", "O", "C", "C", "H", "H", "H", "H", "H", "H"], "coordinates": [[-0.3990, -0.0399, 0.2270], [1.6038, 0.3597, 3.7162], [1.2699, 0.1138, 2.5597], [0.1262, 0.6342, 1.9310], [-0.6167, 1.7148, 2.4366], [-0.5996, 2.2051, 3.7416], [-1.3662, 3.3210, 4.0635], [-2.1322, 3.9645, 3.1042], [-2.1418, 3.5029, 1.7922], [-1.3831, 2.3876, 1.4572], [-1.2843, 1.7951, 0.1881], [-1.5797, 2.4029, -0.9594], [-2.0489, 3.5153, -1.1870], [-1.2307, 1.5106, -2.1392], [-1.5452, 1.9108, -3.4260], [-1.2107, 1.0858, -4.4832], [-0.5706, -0.1164, -4.2225], [-0.2910, -0.4469, -2.9117], [-0.6086, 0.3467, -1.8844], [1.9982, -0.7515, 1.6660], [3.2067, -1.3560, 1.9246], [3.9517, -1.9463, 0.9040], [3.5607, -1.5994, -0.4186], [2.3558, -1.0323, -0.6740], [1.3649, -1.0373, 0.3873], [0.0041, 1.7051, 4.4807], [-1.3558, 3.6917, 5.0831], [-2.7215, 4.8346, 3.3705], [-2.7142, 3.9999, 1.0241], [-2.0443, 2.8616, -3.5462], [-1.4453, 1.3728, -5.5011], [-0.2968, -0.7975, -5.0160], [0.1918, -1.3798, -2.6618], [3.5906, -1.2669, 2.9356], [4.9240, -2.3788, 1.0968], [4.2695, -1.6797, -1.2381], [2.0932, -0.5738, -1.6166], [-3.2386, -1.8846, -2.0067], [-3.9399, -0.5517, -1.1057], [-4.9774, 0.1385, -1.7174], [-5.5876, 1.1846, -1.0493], [-5.1595, 1.5058, 0.2348], [-4.1311, 0.8003, 0.8274], [-3.4528, -0.2433, 0.1728], [-2.2912, -0.9154, 0.7984], [-5.2939, -0.1527, -2.7115], [-6.3887, 1.7385, -1.5242], [-5.6266, 2.3196, 0.7767], [-3.8026, 1.0694, 1.8242], [-2.2928, -1.9883, 0.6335], [-2.2713, -0.7296, 1.8736], [0.8590, -3.4693, 2.1635], [-0.0256, -2.4782, 1.6613], [0.2526, -1.9894, 0.3888], [0.2288, -3.0336, -0.7041], [1.8651, -3.3635, 1.7499], [0.4758, -4.4728, 1.9539], [0.9115, -3.3269, 3.2417], [0.3712, -4.0289, -0.2793], [1.0378, -2.8759, -1.4182], [-0.7271, -3.0403, -1.2305]]}

=====

{"formula": "C28H24N4O3Pd", "method": "ωB97M-V/def2-TZVPD", "total_charge": 3, "spin_multiplicity": 2, "s2": 0.774, "homo_energy_ev": [-16.27, -16.27], "e_above_lowest_kcal_mol": 32.6, "e_lumo_ev": [-11.0182, -12.9332], "orbital_gap_ev": [5.257, 3.342], "species": ["Pd", "C", "O", "C", "N", "C", "C", "C", "C", "C", "C", "C", "C", "C", "C", "C", "C", "N", "C", "N", "C", "C", "O", "C", "C", "C", "C", "C", "C", "H", "H", "H", "H", "H", "H", "H", "H", "H", "H", "H", "H", "H", "H", "H", "H", "H", "H", "H", "O", "N", "C", "C", "C", "C", "C", "H", "H", "H", "H", "H"], "coordinates": [[0.0208, -0.8510, -0.3012], [-4.3369, -2.2203, 1.1418], [-3.5527, -3.3298, 0.7407], [-2.3621, -2.8888, 0.3827], [-2.1449, -1.5960, 0.5934], [-3.3009, -1.0653, 1.2527], [-3.6897, 0.3242, 0.8432], [-4.6166, 1.0284, 1.6310], [-4.9741, 2.3191, 1.2992], [-4.3752, 2.9354, 0.2031], [-3.4856, 2.2233, -0.6107], [-3.1152, 0.9350, -0.2781], [-1.3287, -3.7189, -0.1705], [-1.3829, -5.1080, -0.2244], [-0.2859, -5.8139, -0.7287], [0.8157, -5.1170, -1.1867], [0.8235, -3.7142, -1.1306], [-0.2364, -3.0219, -0.5955], [1.8872, -2.8990, -1.5740], [1.7869, -1.5505, -1.5243], [3.0302, -0.9952, -1.9540], [3.9194, -2.2414, -2.2143], [3.0547, -3.3418, -2.0145], [3.5802, 0.0614, -1.0171], [3.0664, 0.2058, 0.2755], [3.6336, 1.1271, 1.1370], [4.6693, 1.9539, 0.7026], [5.1813, 1.8113, -0.5808], [4.6293, 0.8816, -1.4431], [-4.8519, -2.4618, 2.0746], [-5.0922, -2.0242, 0.3692], [-3.0571, -0.9543, 2.3296], [-5.0557, 0.5594, 2.4982], [-5.6831, 2.8589, 1.9082], [-4.5893, 3.9724, -0.0110], [-3.0987, 2.6845, -1.5084], [-2.4261, 0.3695, -0.9105], [-2.2566, -5.6295, 0.1402], [-0.3006, -6.8930, -0.7556], [1.6759, -5.6216, -1.6019], [2.8634, -0.4687, -2.9128], [4.7586, -2.3200, -1.5113], [4.3275, -2.2921, -3.2290], [2.2743, -0.4729, 0.6419], [3.2930, 1.1883, 2.1600], [5.0641, 2.7111, 1.3626], [5.9921, 2.4399, -0.9136], [5.0227, 0.7824, -2.4432], [-0.0895, 1.2748, 0.0659], [0.1604, 2.5054, 0.4426], [-0.5850, 3.0471, 1.4211], [-0.3949, 4.3485, 1.8254], [0.5705, 5.1285, 1.1998], [1.3255, 4.5500, 0.1856], [1.1097, 3.2343, -0.1680], [-1.3258, 2.3948, 1.8557], [-1.0036, 4.7407, 2.6239], [0.7239, 6.1542, 1.4967], [2.0756, 5.1198, -0.3381], [1.6622, 2.7399, -0.9523]]}